{"formula": "C29H33BGeN9O2RhS", "method": "ωB97M-V/def2-TZVPD", "elements": ["Rh", "B", "N", "C", "C", "C", "N", "N", "C", "C", "C", "N", "H", "H", "H", "H", "H", "H", "H", "H", "N", "N", "C", "N", "S", "H", "H", "H", "H", "H", "C", "Ge", "C", "C", "C", "C", "C", "C", "C", "C", "C", "C", "C", "C", "C", "C", "C", "C", "H", "H", "H", "H", "H", "H", "H", "H", "H", "H", "H", "H", "H", "H", "H", "C", "N", "C", "C", "C", "O", "N", "C", "O", "H", "H", "H", "H", "H"], "xyz": [[-0.4861, 1.0241, -0.4112], [1.8630, 3.2220, 0.9535], [2.4536, 1.9426, 0.3505], [3.7562, 1.6514, 0.2833], [3.9114, 0.4608, -0.4008], [2.6145, 0.0804, -0.7232], [1.7529, 0.9792, -0.2496], [0.8643, 3.8110, -0.0476], [0.5695, 5.1100, -0.1780], [-0.2076, 5.2724, -1.3078], [-0.3395, 3.9810, -1.8257], [0.3136, 3.1235, -1.0493], [1.3079, 2.9845, 1.9891], [2.7350, 4.0035, 1.1367], [4.4923, 2.2975, 0.7149], [4.8162, -0.0564, -0.6423], [2.2975, -0.7840, -1.2743], [0.9269, 5.8377, 0.5210], [-0.6076, 6.1799, -1.7073], [-0.8309, 3.6592, -2.7239], [-0.9399, 1.5244, 2.0536], [-1.6136, 0.5597, 2.8159], [-2.4870, -0.2804, 2.2378], [-3.2108, -1.0992, 3.0158], [-2.6932, -0.3457, 0.5650], [-0.0949, 1.8236, 2.5374], [-1.5465, 2.3705, 1.9019], [-1.6919, 0.7243, 3.8170], [-3.1328, -1.1144, 4.0201], [-3.8613, -1.7182, 2.5628], [-1.3260, -3.5229, 0.3112], [-0.2421, -1.9167, -0.3168], [0.1816, -2.3533, -2.2849], [0.4390, -1.3001, -3.1473], [0.7401, -1.5537, -4.4737], [0.7890, -2.8568, -4.9377], [0.4997, -3.9074, -4.0827], [0.1627, -3.6526, -2.7645], [1.3170, -2.1114, 1.0294], [1.4371, -1.1261, 1.9815], [2.3575, -1.2180, 3.0290], [3.1364, -2.3388, 3.1507], [3.0406, -3.3829, 2.2093], [3.7977, -4.5663, 2.3306], [3.6829, -5.5812, 1.4164], [2.8430, -5.4256, 0.3065], [2.1078, -4.2798, 0.1513], [2.1450, -3.2520, 1.1105], [-0.7061, -4.4132, 0.2733], [-2.2131, -3.6865, -0.2934], [-1.6328, -3.3705, 1.3440], [0.3882, -0.2755, -2.7830], [0.9280, -0.7350, -5.1507], [1.0283, -3.0587, -5.9699], [0.5289, -4.9272, -4.4363], [-0.1128, -4.4745, -2.1188], [0.8162, -0.2447, 1.8983], [2.4481, -0.4163, 3.7493], [3.8371, -2.4380, 3.9663], [4.4618, -4.6687, 3.1758], [4.2489, -6.4929, 1.5356], [2.7668, -6.2147, -0.4255], [1.4886, -4.1371, -0.7204], [-5.1000, 4.5212, 0.6581], [-4.2652, 3.6926, -0.1848], [-4.6176, 3.3801, -1.4523], [-3.8758, 2.5573, -2.2291], [-2.6789, 2.0130, -1.6652], [-1.9102, 1.1905, -2.2156], [-2.3459, 2.4004, -0.4155], [-3.0913, 3.1864, 0.3641], [-2.7950, 3.4403, 1.5325], [-6.1113, 4.5497, 0.2595], [-4.7000, 5.5360, 0.7258], [-5.1179, 4.0949, 1.6614], [-5.5379, 3.8183, -1.8119], [-4.1701, 2.2897, -3.2263]], "atomic_forces_ev_per_a": [[-0.15, 3.41, 1.11], [-0.15, -0.27, 0.53], [0.21, 0.30, 0.22], [0.07, -0.36, -0.25], [-0.20, -0.03, -0.01], [0.39, 0.14, 0.01], [-1.34, -1.47, -0.58], [-0.05, 0.71, 0.10], [-0.12, -0.29, -0.18], [-0.10, -0.54, -0.29], [-0.07, 0.68, -0.13], [-0.58, -1.92, 0.20], [-0.23, -0.16, 0.41], [0.29, 0.18, 0.04], [0.05, 0.25, 0.07], [0.20, -0.06, -0.02], [-0.12, -0.07, -0.04], [0.23, 0.08, 0.15], [-0.03, 0.21, -0.12], [-0.16, -0.16, -0.03], [0.39, 0.35, -0.17], [-0.59, -0.18, 0.08], [0.86, 0.17, 1.05], [0.14, 0.39, -0.29], [1.13, -0.53, -1.34], [0.00, -0.24, -0.03], [0.07, -0.41, 0.20], [0.09, -0.11, -0.22], [-0.07, 0.08, -0.02], [0.03, -0.09, 0.09], [-0.33, 1.22, -0.16], [1.11, -2.52, -0.02], [-0.62, 1.37, 1.23], [0.07, 0.29, 0.01], [0.04, 0.10, -0.17], [-0.02, -0.04, -0.01], [0.00, -0.02, 0.03], [-0.13, -0.25, 0.33], [-1.02, 1.49, -0.14], [-0.41, -0.07, -0.44], [0.40, -0.33, 0.38], [-0.13, 0.31, 0.02], [-0.25, 0.08, -0.21], [0.06, -0.38, -0.14], [0.20, 0.26, 0.37], [-0.36, 0.26, -0.27], [0.10, -0.40, -0.10], [0.03, -0.20, -0.06], [0.35, 0.06, -0.08], [-0.08, 0.05, -0.11], [0.04, 0.03, 0.07], [0.05, -0.12, -0.16], [0.04, 0.11, -0.05], [0.05, 0.01, -0.11], [-0.05, -0.06, -0.05], [0.01, -0.10, 0.04], [0.06, 0.06, 0.08], [-0.02, 0.05, 0.01], [0.07, 0.00, 0.10], [0.09, 0.00, 0.09], [0.06, -0.04, 0.03], [0.04, -0.07, -0.11], [0.01, -0.15, -0.07], [-0.15, 0.32, 0.45], [0.28, -0.12, 0.08], [0.14, -0.31, -0.52], [-0.07, 0.08, -0.06], [-0.35, 0.25, 0.12], [0.04, -0.26, -0.35], [0.88, -1.29, -0.78], [-0.20, 0.06, 0.15], [-0.06, 0.21, 0.33], [0.05, -0.01, -0.06], [-0.06, -0.10, 0.00], [-0.04, 0.09, -0.11], [-0.03, 0.02, 0.05], [-0.09, 0.02, -0.16]], "e_homo_ev": [-10.4, -10.4], "homo_lumo_gap_ev": [5.402, 5.719], "max_force_ev_per_a": 3.6, "total_charge": 1, "e_lumo_ha": [-0.1850, -0.1735], "total_energy_ha": -4378.444442, "molar_mass_g_mol": 758.0, "spin_multiplicity": 2}


{"formula": "C7H28AlN14O7", "method": "ωB97M-V/def2-TZVPD", "elements": ["Al", "C", "O", "N", "N", "H", "H", "H", "H", "C", "O", "N", "N", "H", "H", "H", "H", "C", "O", "N", "N", "H", "H", "H", "H", "C", "O", "N", "N", "H", "H", "H", "H", "C", "O", "N", "N", "H", "H", "H", "H", "C", "O", "N", "N", "H", "H", "H", "H", "C", "O", "N", "N", "H", "H", "H", "H"], "xyz": [[-0.3385, 0.7435, 0.1660], [0.3496, -1.7820, 3.2599], [0.2536, -0.7553, 2.5806], [0.7343, -1.7022, 4.5680], [0.1303, -3.0676, 2.8905], [0.8335, -0.8398, 5.0692], [1.1674, -2.5134, 4.9781], [0.0067, -3.7553, 3.6106], [-0.2587, -3.0977, 1.9608], [-2.7225, -2.5673, 0.5054], [-1.9714, -1.5783, 0.5155], [-2.6613, -3.6302, -0.3371], [-3.6515, -2.7582, 1.4380], [-2.9389, -4.5369, -0.0057], [-2.0366, -3.5547, -1.1214], [-3.7732, -2.2190, 2.2764], [-4.2619, -3.5514, 1.3327], [-0.1677, 2.8310, 3.4270], [0.2451, 2.3030, 2.3729], [0.3954, 2.6212, 4.6298], [-1.1392, 3.7591, 3.3993], [1.0486, 1.8671, 4.7197], [0.1476, 3.2391, 5.3831], [-1.6542, 3.9014, 2.5494], [-1.4588, 4.1371, 4.2752], [-1.5789, 2.2236, -3.2040], [-0.8977, 2.3528, -2.1442], [-1.4316, 1.1296, -3.9792], [-2.4931, 3.1001, -3.6081], [-1.7250, 1.1169, -4.9404], [-0.7770, 0.4778, -3.5693], [-2.6389, 3.9517, -3.0908], [-3.0886, 2.8926, -4.3914], [-1.1596, -1.9830, -2.7462], [-1.0214, -0.9418, -2.1001], [-2.1077, -2.1672, -3.6755], [-0.3301, -3.0364, -2.5665], [-2.2242, -2.9797, -4.2555], [-2.6968, -1.3717, -3.8611], [0.1761, -3.0649, -1.6982], [-0.2071, -3.7679, -3.2450], [2.1373, 0.8491, -2.8467], [1.5008, 0.2380, -1.9653], [1.7898, 2.0366, -3.3788], [3.2093, 0.2882, -3.4417], [2.3216, 2.4674, -4.1147], [0.8557, 2.3798, -3.2295], [3.7171, 0.7553, -4.1725], [3.4842, -0.6537, -3.2202], [3.2640, 1.0188, 1.6194], [2.2787, 0.4691, 1.0849], [4.1347, 1.8090, 0.9928], [3.4129, 0.9544, 2.9549], [4.1934, 1.8006, -0.0115], [4.8568, 2.2960, 1.4963], [4.1146, 1.4270, 3.4959], [2.6528, 0.4387, 3.3682]], "atomic_forces_ev_per_a": [[2.07, -1.24, -0.27], [0.28, -0.76, 1.74], [-0.43, 0.77, -1.07], [0.22, -0.06, 0.02], [0.02, 1.67, -1.19], [-0.05, 0.12, -0.23], [-0.06, 0.07, 0.20], [-0.27, -0.31, -0.32], [-0.11, -0.87, 0.11], [-0.16, -0.39, 0.87], [0.90, 0.77, -0.45], [0.76, 0.74, -0.65], [-1.08, -0.36, 0.80], [-0.06, -0.06, -0.22], [0.02, -0.36, 0.00], [0.25, 0.34, -0.19], [-0.17, 0.13, 0.15], [-0.86, 1.33, 0.23], [0.28, -1.66, -1.59], [-0.15, -0.29, -0.79], [0.16, -0.44, 0.26], [0.18, 0.20, 0.25], [0.32, -0.26, 0.32], [-0.02, 0.25, 0.07], [-0.42, 0.20, -0.24], [-0.81, -0.96, -0.31], [0.08, -0.08, 1.08], [0.50, 0.40, 0.61], [0.07, 0.55, 0.40], [0.13, -0.16, -0.04], [-0.12, -0.39, -0.46], [-0.03, 0.00, -0.04], [-0.01, 0.19, -0.05], [0.68, -0.86, -0.31], [-0.39, 0.92, 0.68], [-0.63, 1.07, -0.27], [0.19, -0.29, 0.59], [0.16, -0.13, 0.15], [-0.09, -0.12, -0.10], [0.43, 0.05, -0.28], [-0.10, -0.11, 0.10], [0.31, 0.21, -1.37], [-0.70, 0.06, 1.15], [-0.44, 0.39, 0.42], [0.29, -0.45, 0.46], [0.08, -0.13, -0.02], [0.12, 0.12, 0.46], [-0.10, -0.02, -0.09], [0.02, 0.08, 0.22], [-0.27, 1.67, 0.97], [-0.88, -0.64, -1.22], [0.32, 0.01, -0.91], [-0.82, -0.73, -0.02], [-0.11, 0.04, 0.03], [0.11, -0.11, -0.06], [0.10, -0.17, 0.00], [0.27, 0.03, 0.44]], "e_homo_ev": -17.7, "homo_lumo_gap_ev": 4.211, "max_force_ev_per_a": 2.4, "total_charge": 3, "e_lumo_ha": -0.4944, "total_energy_ha": -1818.464671, "molar_mass_g_mol": 447.4}